(1)
{
  "formula": "C3H8OS2",
  "method": "wB97M-V/def2-TZVPD",
  "elements": ["C", "C", "O", "C", "S", "S", "H", "H", "H", "H", "H", "H", "H", "H"],
  "positions_angstrom": [[0.884, -0.896, -0.433], [2.543, -0.703, -0.098], [3.122, -1.937, 0.425], [0.231, 0.395, -0.939], [-1.539, 0.690, -0.786], [-1.859, 0.954, 1.246], [0.408, -0.924, 0.681], [0.934, -1.709, -1.155], [2.910, -0.481, -1.121], [2.781, 0.167, 0.588], [2.469, -2.688, 0.407], [0.402, 0.354, -1.995], [0.810, 1.234, -0.587], [-3.253, 0.461, 1.252]],
  "mulliken_charge": [-0.42, -0.35, -0.52, -1.03, -0.68, -0.32, 0.26, 0.36, 0.25, 0.31, 0.32, 0.29, 0.40, 0.13],
  "multiplicity": 2,
  "relative_energy_kj_mol": 168.8,
  "lumo_energy_ev": [3.16, 3.14],
  "homo_lumo_gap_ev": [2.730, 7.229],
  "s_squared": 0.752,
  "total_charge": -1
}

---

(2)
{
  "formula": "C18H28AgO10",
  "method": "wB97M-V/def2-TZVPD",
  "elements": ["Ag", "O", "C", "C", "O", "H", "H", "H", "H", "O", "C", "O", "C", "C", "C", "H", "H", "H", "H", "H", "H", "O", "C", "O", "C", "C", "C", "H", "H", "H", "H", "H", "H", "O", "C", "O", "C", "C", "C", "H", "H", "H", "H", "H", "H", "O", "C", "O", "C", "C", "C", "H", "H", "H", "H", "H", "H"],
  "positions_angstrom": [[2.376, -0.028, -0.009], [5.862, -1.823, -0.709], [7.084, -1.128, -1.078], [7.212, 0.347, -0.661], [6.108, 1.201, -0.632], [7.097, -1.139, -2.168], [7.961, -1.670, -0.725], [8.024, 0.744, -1.270], [7.684, 0.337, 0.322], [2.829, 1.164, -5.271], [3.539, 1.318, -6.236], [3.843, 0.356, -7.078], [4.735, 0.730, -8.093], [4.452, 2.217, -8.185], [4.053, 2.587, -6.782], [4.527, 0.275, -9.062], [5.753, 0.497, -7.782], [3.675, 2.225, -8.950], [5.219, 2.903, -8.545], [3.392, 3.453, -6.750], [4.896, 2.852, -6.143], [0.981, -0.407, 5.401], [0.392, -0.552, 6.453], [-0.709, -1.334, 6.618], [-1.474, -0.935, 7.802], [-0.487, -0.091, 8.604], [0.807, -0.047, 7.818], [-1.570, -1.861, 8.369], [-2.454, -0.487, 7.637], [-0.341, -0.674, 9.513], [-0.804, 0.935, 8.788], [1.564, -0.767, 8.128], [1.334, 0.891, 7.647], [-2.278, 3.107, 0.534], [-3.363, 3.639, 0.836], [-3.465, 4.986, 0.995], [-4.822, 5.428, 0.863], [-5.566, 4.175, 0.378], [-4.725, 2.958, 0.839], [-4.787, 6.278, 0.182], [-5.313, 5.736, 1.786], [-5.776, 4.134, -0.691], [-6.562, 4.167, 0.820], [-4.844, 2.097, 0.181], [-5.059, 2.703, 1.845], [-2.182, -3.418, -0.537], [-3.167, -4.204, -0.657], [-4.029, -4.100, -1.605], [-5.141, -5.012, -1.440], [-4.897, -5.761, -0.024], [-3.484, -5.323, 0.323], [-5.162, -5.762, -2.231], [-6.131, -4.558, -1.478], [-5.015, -6.824, -0.235], [-5.637, -5.558, 0.749], [-2.736, -6.115, 0.285], [-3.420, -4.862, 1.309]],
  "mulliken_charge": [0.87, -0.64, -0.25, -0.27, -0.58, 0.18, 0.25, 0.25, 0.21, -0.61, 0.51, -0.34, -0.39, -0.49, -0.33, 0.31, 0.26, 0.24, 0.32, 0.29, 0.25, -0.59, 0.50, -0.34, -0.38, -0.41, -0.35, 0.27, 0.25, 0.24, 0.30, 0.21, 0.29, -0.59, 0.53, -0.34, -0.36, -0.57, -0.36, 0.27, 0.26, 0.29, 0.32, 0.29, 0.25, -0.65, 0.52, -0.31, -0.37, -0.47, -0.29, 0.27, 0.29, 0.25, 0.29, 0.27, 0.22],
  "multiplicity": 2,
  "relative_energy_kj_mol": 315.7,
  "lumo_energy_ev": [-2.45, -2.49],
  "homo_lumo_gap_ev": [4.683, 2.958],
  "s_squared": 0.794
}

---

(3)
{
  "formula": "C5H4O2S",
  "method": "wB97M-V/def2-TZVPD",
  "elements": ["C", "C", "C", "C", "C", "H", "H", "H", "H", "O", "O", "S"],
  "positions_angstrom": [[1.665, -0.990, -0.038], [0.393, -0.545, 0.027], [-2.148, -0.304, -0.085], [-1.425, 0.965, 0.003], [-0.083, 0.855, 0.088], [2.513, 0.730, 0.086], [1.980, -2.052, -0.067], [-1.965, 1.926, -0.017], [0.579, 1.731, 0.092], [2.760, -0.192, -0.076], [-3.343, -0.453, -0.061], [-0.926, -1.671, 0.049]],
  "mulliken_charge": [-0.06, 0.64, 0.34, -0.45, -0.45, 0.28, 0.32, 0.37, 0.19, -0.47, -0.52, -0.19],
  "multiplicity": 1,
  "smiles": "O=C1C=C/C(=C\\O)S1",
  "relative_energy_kj_mol": 53.8,
  "lumo_energy_ev": -0.35,
  "homo_lumo_gap_ev": 8.146
}